[1]
{"formula": "C28H36As2OsSi", "method": "ωB97M-V/def2-TZVPD", "s_squared": 6.06, "e_above_lowest_kj_mol": 0.0, "e_lumo_ev": [-5.8, -9.7], "homo_ha": [-0.3492, -0.4882], "total_energy_ha": -5939.34334, "charge": 2, "homo_lumo_gap_ev": [3.7, 3.6], "spin_multiplicity": 5, "symbols": ["C", "C", "C", "H", "C", "C", "H", "H", "H", "H", "Os", "C", "H", "H", "H", "Si", "C", "C", "H", "C", "H", "C", "H", "C", "H", "C", "H", "C", "C", "H", "C", "H", "C", "H", "C", "H", "C", "H", "H", "H", "C", "As", "C", "C", "C", "C", "C", "C", "C", "As", "C", "C", "H", "H", "H", "H", "H", "H", "H", "H", "H", "H", "H", "H", "H", "H", "H", "H"], "coordinates": [[3.062628, -1.270243, -0.995426], [2.188769, -0.590149, -1.894513], [2.148934, 0.775765, -1.504846], [1.662460, -1.018849, -2.723637], [2.971492, 0.951468, -0.376933], [3.524637, -0.307658, -0.052079], [4.216601, -0.509988, 0.743659], [3.292482, -2.315137, -1.012393], [1.629676, 1.574663, -2.006263], [3.124343, 1.879185, 0.165185], [1.460874, -0.455635, 0.012077], [-0.684615, 1.088804, 1.082718], [0.247636, 1.641512, 0.745815], [-0.587271, 0.897999, 2.162485], [-0.527666, 0.061376, 0.547544], [-1.128435, 1.757509, -1.526933], [-2.747088, 1.488413, -2.464767], [-2.499837, 1.165669, -3.817289], [-1.469002, 1.116577, -4.174263], [-3.563222, 0.906090, -4.692613], [-3.337216, 0.662765, -5.737740], [-4.880525, 0.949586, -4.223320], [-5.703106, 0.733078, -4.918010], [-5.142139, 1.274329, -2.884287], [-6.179466, 1.311711, -2.533188], [-4.080931, 1.538348, -1.991020], [-4.293692, 1.783770, -0.954351], [-0.841195, 3.621889, -1.546469], [-1.542660, 4.487307, -2.425070], [-2.421517, 4.111621, -2.959640], [-1.089345, 5.795695, -2.649355], [-1.596212, 6.412912, -3.391707], [0.001014, 6.296365, -1.932399], [0.376716, 7.293346, -2.145273], [0.601809, 5.508696, -0.946695], [1.426428, 5.908731, -0.354670], [0.153909, 4.203784, -0.714783], [0.593498, 3.616645, 0.099875], [-0.176675, 0.887557, -2.177715], [-1.678939, 1.495928, 0.951326], [-1.782443, -2.394808, 0.399188], [0.166453, -2.530964, 0.308866], [0.500058, -3.935675, -1.008983], [0.624205, -3.487593, 2.010878], [0.227885, -4.806513, 2.235992], [0.545320, -5.419483, 3.460362], [1.245987, -4.713266, 4.446784], [1.651974, -3.388354, 4.215202], [1.345771, -2.784698, 2.996475], [1.819565, -0.887706, 2.617503], [3.639175, -0.824259, 3.315618], [0.804148, -0.023293, 4.041217], [-2.108281, -1.654078, -0.340234], [-2.072285, -2.094239, 1.412527], [-2.188641, -3.386284, 0.165452], [1.566406, -4.171489, -1.001719], [-0.094363, -4.817054, -0.743386], [0.198041, -3.534602, -1.982356], [-0.320344, -5.349708, 1.465297], [0.233490, -6.449793, 3.643039], [1.482270, -5.193217, 5.397593], [2.199851, -2.837500, 4.986955], [4.202408, -1.677043, 2.920558], [4.083037, 0.108608, 2.977737], [3.609703, -0.861652, 4.408063], [-0.259107, -0.206827, 3.884226], [1.034906, 1.039752, 3.994415], [1.131660, -0.449697, 4.989691]], "atomic_forces_ev_per_a": [[0.5, -0.3, -0.5], [0.0, -0.1, -2.0], [0.3, 0.9, -1.3], [0.1, -0.1, -0.3], [1.0, 1.6, 0.4], [1.3, -0.3, -0.1], [0.0, -0.1, 0.1], [0.2, -0.2, 0.0], [0.0, -0.1, 0.0], [0.2, -0.2, -0.2], [-2.3, -1.3, 5.7], [2.3, -1.5, 0.6], [-1.5, 0.2, 0.6], [0.1, 0.1, -0.4], [-1.1, 1.0, 0.7], [-2.4, 1.1, -1.1], [4.0, -0.2, -0.5], [-1.0, -0.2, -1.1], [-0.4, 0.0, -0.1], [4.4, 0.1, -0.4], [-0.2, 0.1, 0.5], [-3.6, 0.1, 1.1], [0.4, 0.2, 0.5], [0.5, 0.1, 0.6], [0.5, 0.0, -0.1], [-4.1, -0.1, -0.3], [0.0, 0.0, -0.2], [1.1, -1.3, 0.2], [-0.5, -1.5, 0.3], [0.3, 0.2, 0.2], [0.8, 1.5, 0.3], [0.2, -0.1, 0.2], [-0.1, 0.5, -0.3], [-0.1, -0.2, 0.1], [0.2, 1.5, -0.3], [-0.2, -0.1, -0.2], [-0.9, -1.4, -0.2], [-0.1, 0.3, -0.4], [0.4, 0.0, -0.3], [0.1, 0.1, -0.6], [0.2, -0.2, -0.1], [0.2, -1.0, 0.3], [-0.3, 0.4, 0.2], [0.1, 0.6, -0.1], [0.2, 0.1, 0.4], [0.0, 0.3, -0.1], [0.0, 0.2, -0.3], [-0.1, -0.3, 0.0], [-0.3, 0.4, -0.6], [-0.5, -1.1, -0.3], [-0.2, 0.0, -0.2], [0.3, 0.0, -0.3], [-0.1, -0.2, 0.2], [0.0, -0.1, -0.3], [-0.1, 0.3, 0.1], [-0.2, 0.0, 0.0], [0.2, 0.2, -0.2], [0.1, -0.3, 0.1], [0.1, 0.0, 0.3], [0.1, 0.3, 0.0], [-0.1, 0.1, -0.3], [-0.2, -0.3, -0.2], [-0.1, 0.2, 0.1], [0.2, 0.0, 0.2], [0.1, 0.0, -0.2], [0.1, 0.0, 0.1], [-0.2, 0.1, 0.2], [-0.1, 0.1, 0.0]]}

=====

[2]
{"formula": "C5H6N2S", "method": "ωB97M-V/def2-TZVPD", "e_above_lowest_kj_mol": 257.8, "e_lumo_ev": 0.3, "homo_ha": -0.3061, "smiles": "N/N=C1\\C=C[C@H]2S[C@@H]12", "total_energy_ha": -701.74078, "homo_lumo_gap_ev": 8.6, "spin_multiplicity": 1, "symbols": ["N", "N", "C", "C", "C", "C", "S", "C", "H", "H", "H", "H", "H", "H"], "coordinates": [[-1.198582, 0.882956, -2.215603], [-0.606008, 1.338251, -1.091697], [-0.104028, 0.488316, -0.267534], [-0.060195, -1.015960, -0.337425], [0.511521, -1.497329, 0.784255], [0.907212, -0.415060, 1.657921], [2.347515, 0.533410, 1.167661], [0.569245, 0.866340, 1.007341], [-1.779630, 1.617616, -2.640780], [-1.662836, -0.030806, -2.036280], [-0.447594, -1.549303, -1.186627], [0.736049, -2.503313, 0.999359], [0.651565, -0.553044, 2.710644], [0.135767, 1.837926, 1.448766]], "atomic_forces_ev_per_a": [[-0.8, -0.8, -0.3], [0.9, 0.1, 1.4], [0.0, -0.5, -0.9], [-0.1, 0.8, 0.5], [-0.8, 0.5, -2.1], [-0.5, 0.6, 2.1], [0.4, 0.3, 0.0], [-1.1, 2.0, -0.3], [0.3, -0.9, 0.5], [0.1, 1.1, -0.8], [0.2, -0.4, -0.1], [0.1, -1.0, 0.2], [0.6, 0.2, -0.1], [1.0, -1.9, -0.2]]}

=====

[3]
{"formula": "C4H16O4", "method": "ωB97M-V/def2-TZVPD", "e_above_lowest_kj_mol": 115.9, "e_lumo_ev": 0.3, "homo_ha": -0.3484, "smiles": "C=C(C)C.O.O.O.O", "total_energy_ha": -462.91782, "homo_lumo_gap_ev": 9.8, "spin_multiplicity": 1, "symbols": ["C", "C", "C", "C", "H", "H", "H", "H", "H", "H", "H", "H", "O", "H", "H", "O", "H", "H", "O", "H", "H", "O", "H", "H"], "coordinates": [[0.214196, -1.020919, 0.812983], [-1.025899, -1.395904, 1.100410], [-2.086910, -0.290417, 1.180475], [-1.515321, -2.802835, 1.162094], [0.974523, -1.768896, 0.838289], [0.618819, -0.019965, 0.798319], [-1.971078, 0.350613, 2.047796], [-3.083816, -0.744825, 1.161319], [-2.067993, 0.236454, 0.223715], [-1.768346, -3.079517, 2.183257], [-0.714109, -3.453772, 0.876195], [-2.309225, -2.964811, 0.434854], [-1.580648, -0.099300, -2.658541], [-1.819646, 0.834753, -2.655821], [-2.355557, -0.522638, -2.285079], [0.802731, 3.182809, 0.268031], [0.642463, 3.756283, -0.479371], [1.094615, 2.317790, -0.059933], [1.133751, 1.083522, -1.566510], [0.728170, 0.217729, -1.651849], [1.570814, 1.525090, -2.291139], [3.590138, 0.215961, 0.731935], [2.911264, 0.299907, 0.051498], [3.202289, 0.622066, 1.506825]], "atomic_forces_ev_per_a": [[0.5, -0.8, 0.9], [-0.7, 1.8, -0.6], [-0.4, -1.2, -0.7], [0.8, 0.1, 0.0], [0.6, -0.6, -0.4], [-0.6, 0.3, -0.1], [0.0, 0.2, -0.1], [0.0, 0.1, 0.5], [0.3, 0.5, 0.3], [-0.6, 0.0, 0.0], [0.5, -0.5, -0.2], [-0.4, 0.0, 0.3], [0.0, 0.2, 0.0], [0.2, 0.0, 0.0], [-0.1, -0.3, 0.1], [0.1, -0.1, 0.8], [0.0, -0.1, -0.3], [-0.3, 0.4, -0.4], [0.2, 0.6, 1.7], [0.1, 0.0, -1.1], [-0.2, -0.9, -0.7], [0.0, -0.1, -0.3], [0.0, 0.0, 0.0], [-0.1, 0.1, 0.2]]}

=====

[4]
{"formula": "CHNO2S", "method": "ωB97M-V/def2-TZVPD", "e_above_lowest_kj_mol": 500.6, "e_lumo_ev": [-4.0, -3.9], "homo_ha": [-0.3359, -0.3331], "total_energy_ha": -641.89992, "homo_lumo_gap_ev": [5.2, 5.1], "spin_multiplicity": 1, "symbols": ["C", "N", "O", "O", "S", "H"], "coordinates": [[1.460177, 0.078024, 0.110216], [0.473138, 0.803111, 0.234610], [2.491552, -0.353701, 0.424089], [-0.576351, 1.210815, -0.275700], [-2.568746, -0.773419, -0.119591], [-1.279770, -0.964829, -0.373626]], "atomic_forces_ev_per_a": [[0.1, 0.5, 0.3], [0.0, 0.0, 0.7], [0.5, -0.7, -0.3], [-1.6, -0.6, -0.7], [1.0, 1.2, 0.0], [0.1, -0.5, -0.1]]}

=====

[5]
{"formula": "C2H5N3OS", "method": "ωB97M-V/def2-TZVPD", "e_above_lowest_kj_mol": 675.6, "e_lumo_ev": 0.0, "homo_ha": -0.3083, "smiles": "C=NOC(=S)NN", "total_energy_ha": -716.68339, "homo_lumo_gap_ev": 8.4, "spin_multiplicity": 1, "symbols": ["C", "N", "O", "C", "S", "N", "N", "H", "H", "H", "H", "H"], "coordinates": [[-1.029587, 0.261144, -2.446380], [0.074051, -0.351026, -1.863464], [-0.185424, -0.807519, -0.375239], [1.036065, -0.618025, 0.273877], [2.524631, -0.371861, -0.274740], [0.839116, -0.261942, 1.648854], [-0.288210, 0.454406, 2.209620], [-1.965641, 0.182172, -1.767834], [-1.013799, 0.907168, -3.548910], [1.659325, 0.057023, 2.146067], [-0.727692, 1.067151, 1.407505], [-0.922836, -0.518690, 2.590644]], "atomic_forces_ev_per_a": [[2.5, -1.6, 2.6], [-3.8, 2.5, -1.8], [1.2, 1.0, -1.9], [-1.8, 2.5, 2.3], [1.0, -0.8, -1.0], [-0.7, -0.1, -0.9], [-2.1, -3.5, -0.8], [1.3, 0.6, -1.6], [0.4, -2.5, 3.5], [0.3, -0.4, -0.7], [0.5, -2.1, 2.1], [1.4, 4.5, -1.8]]}

=====

[6]
{"formula": "C5H6Cl2NO2", "method": "ωB97M-V/def2-TZVPD", "s_squared": 2.03, "e_lumo_ev": [-5.1, -6.4], "homo_ha": [-0.4709, -0.5179], "total_energy_ha": -1319.18048, "charge": 1, "homo_lumo_gap_ev": [7.7, 7.7], "spin_multiplicity": 3, "symbols": ["C", "C", "C", "C", "C", "N", "O", "O", "Cl", "Cl", "H", "H", "H", "H", "H", "H"], "coordinates": [[0.841919, 1.442869, 1.061918], [2.750834, 0.274153, 0.212050], [2.333887, -0.976506, -0.505013], [0.909352, -1.354603, -0.503362], [-0.062107, -0.057141, -0.561971], [-0.169253, 0.428779, 0.827729], [3.176758, -1.801635, -0.625203], [-1.289152, -0.453567, -1.041698], [4.130978, 1.065822, -0.073860], [0.689634, -2.241351, 1.064846], [0.843880, 1.744455, 2.183191], [0.630803, -1.995731, -1.388760], [0.452595, 0.824492, -0.953566], [0.087828, -0.618041, 1.431503], [-1.084631, 0.854783, 1.079301], [-1.870974, 0.326531, -1.046374]], "atomic_forces_ev_per_a": [[2.4, -1.4, 1.3], [-2.8, 1.0, -0.2], [0.7, 1.2, 2.6], [-2.4, 1.0, -1.4], [0.5, -1.3, 0.5], [0.4, -0.9, 2.4], [1.5, -1.2, -1.4], [0.2, 0.6, 0.0], [0.2, 0.3, 0.3], [-0.3, 0.0, -0.7], [0.2, -0.3, -1.9], [0.4, 0.4, 1.2], [-0.2, -0.5, -1.5], [-1.0, 2.3, -0.7], [0.3, -0.9, -0.1], [0.0, -0.4, -0.4]]}